#A
Formula: C2H3N3O3
Source: the Open Molecules 2025 dataset
Level of theory: the ωB97M-V functional and the def2-TZVPD basis

Summary:
LUMO energy: 0.0020 Ha
Highest occupied orbital energy: -9.417 eV
Kohn-Sham gap: 9.5 eV
Molar mass: 117.06 g/mol

Geometry (Å):
C (0.71, -0.68, 0.07)
C (-1.36, -0.18, -0.17)
H (1.67, -2.28, 0.08)
H (-2.98, 0.61, -0.16)
H (2.19, 1.85, 0.24)
N (-0.37, -1.20, -0.23)
N (-2.60, -0.34, 0.08)
N (0.58, 0.80, 0.42)
O (1.98, -1.21, 0.06)
O (-0.80, 0.96, 0.12)
O (1.28, 1.52, -0.37)

---

#B
Formula: C2H3N3O3
Source: the Open Molecules 2025 dataset
Level of theory: the ωB97M-V functional and the def2-TZVPD basis

Summary:
LUMO energy: 0.0054 Ha
Highest occupied orbital energy: -9.487 eV
Kohn-Sham gap: 9.6 eV
Molar mass: 117.06 g/mol

Geometry (Å):
C (0.34, -0.42, -0.67)
C (-1.33, 0.83, 0.27)
H (0.37, -2.10, -2.24)
H (1.79, -1.52, -1.37)
H (0.82, 1.29, 2.68)
N (0.86, -1.46, -1.35)
N (0.94, 0.23, 0.23)
N (-0.08, 1.14, 0.82)
O (-0.29, 0.90, 2.28)
O (-2.33, 1.38, 0.24)
O (-1.09, -0.27, -0.89)

---

What should be chosen as the most stable of them? Choose #B.

---

#A
Formula: C5H13N2
Source: the Open Molecules 2025 dataset
Level of theory: the ωB97M-V functional and the def2-TZVPD basis

Summary:
Total charge: +2
2S+1: 2
LUMO energy (alpha / beta): -0.2971 / -0.4150 Ha
Highest occupied orbital energy (alpha / beta): -18.967 / -20.230 eV
Kohn-Sham gap (alpha / beta): 10.9 / 8.9 eV
Molar mass: 101.17 g/mol

Geometry (Å):
C (1.64, -2.01, 0.67)
C (0.93, -0.75, 0.43)
C (-0.56, -0.83, -0.10)
C (-0.91, 0.56, -0.53)
C (-2.06, 1.10, -0.04)
N (-2.30, 2.41, 0.01)
N (1.66, 0.36, -0.39)
H (1.66, -2.52, -0.30)
H (2.63, -2.02, 1.14)
H (0.88, -2.60, 1.31)
H (0.80, -0.23, 1.36)
H (-0.75, -1.55, -0.93)
H (-1.08, -1.26, 0.76)
H (-0.41, 1.02, -1.43)
H (-2.83, 0.40, 0.34)
H (-1.74, 3.04, -0.71)
H (-3.14, 2.85, 0.32)
H (1.05, 1.23, -0.62)
H (2.60, 0.67, 0.02)
H (1.92, 0.12, -1.31)

---

#B
Formula: C5H13N2
Source: the Open Molecules 2025 dataset
Level of theory: the ωB97M-V functional and the def2-TZVPD basis

Summary:
Total charge: +2
2S+1: 2
LUMO energy (alpha / beta): -0.3337 / -0.5348 Ha
Highest occupied orbital energy (alpha / beta): -20.275 / -19.662 eV
Kohn-Sham gap (alpha / beta): 11.2 / 5.1 eV
Molar mass: 101.17 g/mol

Geometry (Å):
C (-1.05, -0.83, -2.12)
C (-0.74, -1.16, -0.64)
C (0.73, -1.17, -0.31)
C (1.40, 0.23, 0.14)
N (0.86, 0.40, 1.53)
C (0.04, 1.35, 1.96)
N (-0.54, 2.22, 1.18)
H (-0.19, -1.32, -2.60)
H (-1.06, 0.24, -2.35)
H (-1.91, -1.36, -2.54)
H (-1.19, -2.17, -0.45)
H (-1.28, -0.61, 0.16)
H (1.02, -1.90, 0.45)
H (1.29, -1.43, -1.25)
H (1.11, 0.99, -0.59)
H (2.45, 0.26, 0.40)
H (1.02, -0.37, 2.18)
H (0.05, 1.57, 3.04)
H (-0.85, 2.16, 0.21)
H (-1.15, 2.91, 1.61)

---

What should be chosen as the most stable of them? Choose #A.

---

#A
Formula: C6H8INO
Source: the Open Molecules 2025 dataset
Level of theory: the ωB97M-V functional and the def2-TZVPD basis

Summary:
LUMO energy: 0.0221 Ha
Highest occupied orbital energy: -8.479 eV
Kohn-Sham gap: 9.1 eV
Molar mass: 237.04 g/mol

Geometry (Å):
C (-1.50, -1.77, -0.60)
C (-3.00, -1.19, 0.78)
C (-1.08, -0.62, 0.01)
C (-0.15, 1.61, 0.36)
C (0.98, 0.00, -1.29)
C (0.03, 0.31, -0.29)
N (-2.05, -0.30, 0.88)
O (-2.68, -2.17, -0.01)
I (5.80, 0.83, 0.27)
H (-1.09, -2.51, -1.29)
H (-3.80, -1.24, 1.42)
H (-1.10, 1.48, 0.86)
H (0.67, 1.75, 1.12)
H (-0.11, 2.51, -0.40)
H (1.08, -1.00, -1.75)
H (1.72, 0.67, -1.63)
H (6.29, 1.65, 1.55)

---

#B
Formula: C6H8INO
Source: the Open Molecules 2025 dataset
Level of theory: the ωB97M-V functional and the def2-TZVPD basis

Summary:
LUMO energy: 0.0247 Ha
Highest occupied orbital energy: -8.743 eV
Kohn-Sham gap: 9.4 eV
Molar mass: 237.04 g/mol

Geometry (Å):
C (1.85, 0.73, -2.29)
C (-0.10, -0.85, -1.92)
C (3.06, 0.18, -2.37)
C (-0.17, -1.81, 0.80)
C (-0.93, -0.86, 1.35)
C (-2.31, -0.58, 0.81)
N (0.67, 0.06, -1.99)
O (-0.98, -1.62, -1.85)
I (1.59, -2.60, 1.53)
H (1.74, 1.81, -2.43)
H (3.87, 0.71, -2.74)
H (3.22, -0.81, -2.14)
H (-0.37, -2.43, -0.11)
H (-0.62, -0.42, 2.33)
H (-2.95, -1.50, 1.06)
H (-2.23, -0.36, -0.35)
H (-2.70, 0.37, 1.11)

---

What should be chosen as the most stable of them? Choose #A.

---

#A
Formula: ClH4N2OP
Source: the Open Molecules 2025 dataset
Level of theory: the ωB97M-V functional and the def2-TZVPD basis

Summary:
LUMO energy: 0.0149 Ha
Highest occupied orbital energy: -10.778 eV
Kohn-Sham gap: 11.2 eV
Molar mass: 114.47 g/mol

Geometry (Å):
N (-0.06, -0.06, -1.31)
N (0.27, -0.39, 1.21)
O (-1.43, -2.02, -0.14)
P (-0.88, -0.68, 0.04)
Cl (-2.46, 0.70, 0.12)
H (0.39, -0.87, -1.78)
H (0.47, 0.83, -1.22)
H (0.70, 0.49, 0.87)
H (-0.08, -0.36, 2.21)

---

#B
Formula: ClH4N2OP
Source: the Open Molecules 2025 dataset
Level of theory: the ωB97M-V functional and the def2-TZVPD basis

Summary:
LUMO energy: -0.0004 Ha
Highest occupied orbital energy: -9.850 eV
Kohn-Sham gap: 9.8 eV
Molar mass: 114.47 g/mol

Geometry (Å):
N (-0.25, 1.51, 0.64)
N (1.21, -0.40, 0.14)
O (-0.52, -1.79, -1.51)
P (1.11, 0.70, 1.25)
Cl (-1.89, -0.96, -1.10)
H (-1.07, 1.18, 0.06)
H (-0.59, 2.38, 0.97)
H (0.07, -1.55, -0.76)
H (1.92, -1.07, 0.31)

---

What should be chosen as the most stable of them? Choose #A.

---

#A
Formula: ClH4N2OP
Source: the Open Molecules 2025 dataset
Level of theory: the ωB97M-V functional and the def2-TZVPD basis

Summary:
LUMO energy: 0.0069 Ha
Highest occupied orbital energy: -9.301 eV
Kohn-Sham gap: 9.5 eV
Molar mass: 114.47 g/mol

Geometry (Å):
N (1.35, -0.33, 0.43)
N (-1.38, -0.42, -0.22)
O (-0.05, 1.81, -0.24)
P (-0.27, 0.38, 0.77)
Cl (0.12, 1.40, -1.90)
H (1.99, 0.22, 0.95)
H (1.46, -1.20, 0.92)
H (-2.17, -0.92, 0.33)
H (-1.06, -0.94, -1.04)

---

#B
Formula: ClH4N2OP
Source: the Open Molecules 2025 dataset
Level of theory: the ωB97M-V functional and the def2-TZVPD basis

Summary:
LUMO energy: -0.0544 Ha
Highest occupied orbital energy: -7.859 eV
Kohn-Sham gap: 6.4 eV
Molar mass: 114.47 g/mol

Geometry (Å):
N (-0.71, 1.00, -0.61)
N (0.88, 0.32, 1.18)
O (0.27, -1.70, -0.31)
P (-0.64, 1.00, 0.99)
Cl (-0.30, -1.86, -1.91)
H (0.10, 0.54, -0.99)
H (-1.57, 1.00, -1.17)
H (0.81, -0.53, 0.59)
H (1.14, 0.23, 2.22)

---

What should be chosen as the most stable of them? Choose #A.